{
  "formula": "C60H144AsF6N3O3P3",
  "method": "wB97M-V/def2-TZVPD",
  "species": ["C", "C", "C", "O", "C", "N", "H", "H", "H", "H", "H", "H", "H", "H", "H", "H", "H", "H", "C", "C", "C", "O", "C", "N", "H", "H", "H", "H", "H", "H", "H", "H", "H", "H", "H", "H", "C", "C", "C", "O", "C", "N", "H", "H", "H", "H", "H", "H", "H", "H", "H", "H", "H", "H", "C", "C", "C", "C", "P", "C", "C", "C", "C", "C", "C", "C", "C", "C", "C", "C", "C", "H", "H", "H", "H", "H", "H", "H", "H", "H", "H", "H", "H", "H", "H", "H", "H", "H", "H", "H", "H", "H", "H", "H", "H", "H", "H", "H", "H", "H", "H", "H", "H", "H", "H", "H", "H", "C", "C", "C", "C", "P", "C", "C", "C", "C", "C", "C", "C", "C", "C", "C", "C", "C", "H", "H", "H", "H", "H", "H", "H", "H", "H", "H", "H", "H", "H", "H", "H", "H", "H", "H", "H", "H", "H", "H", "H", "H", "H", "H", "H", "H", "H", "H", "H", "H", "H", "H", "H", "H", "C", "C", "C", "C", "P", "C", "C", "C", "C", "C", "C", "C", "C", "C", "C", "C", "C", "H", "H", "H", "H", "H", "H", "H", "H", "H", "H", "H", "H", "H", "H", "H", "H", "H", "H", "H", "H", "H", "H", "H", "H", "H", "H", "H", "H", "H", "H", "H", "H", "H", "H", "H", "H", "As", "F", "F", "F", "F", "F", "F"],
  "coordinates": [[1.95539, 6.47431, 0.42047], [3.16784, 6.69541, -0.55276], [2.67020, 6.85867, -2.02916], [1.72316, 7.86926, -1.99100], [1.35514, 8.12410, -3.39043], [3.68246, 8.04137, -0.06486], [3.82190, 8.09923, 0.96427], [4.53909, 8.25713, -0.57144], [2.95395, 8.70157, -0.33895], [2.41994, 6.19556, 1.37684], [1.26553, 5.65240, 0.19033], [1.44627, 7.43784, 0.54420], [3.92220, 5.86079, -0.50943], [2.38239, 5.88740, -2.34242], [3.55406, 7.18936, -2.53412], [0.57036, 7.41672, -3.75964], [2.25815, 8.13675, -3.96393], [0.91435, 9.13890, -3.30765], [-8.64682, 2.63614, 0.34725], [-7.93611, 2.75565, 1.67258], [-6.40129, 3.00028, 1.52045], [-6.35195, 4.33536, 1.09119], [-5.11983, 4.80191, 0.54332], [-8.49319, 3.93905, 2.44894], [-9.44912, 4.05349, 2.14455], [-8.53609, 3.80409, 3.44426], [-7.95556, 4.80244, 2.27451], [-8.29725, 3.42779, -0.27059], [-9.70885, 2.54776, 0.42386], [-8.19647, 1.76720, -0.13678], [-8.07213, 1.92334, 2.35416], [-6.03014, 2.31294, 0.72530], [-5.85556, 2.83382, 2.45434], [-4.88395, 4.27379, -0.37951], [-4.33431, 4.82191, 1.32103], [-5.29303, 5.85290, 0.23493], [8.35034, -2.08139, 5.73188], [8.35110, -2.24644, 4.24462], [7.42404, -1.30895, 3.47561], [7.68229, -1.65714, 2.09891], [6.56603, -1.52702, 1.26411], [9.65996, -1.82030, 3.66271], [9.91431, -0.86293, 3.82689], [10.48621, -2.38570, 3.81147], [9.47645, -1.85344, 2.62689], [8.60596, -1.03210, 5.96446], [9.13457, -2.68817, 6.21441], [7.37985, -2.31132, 6.18008], [8.15584, -3.24061, 3.90829], [7.65559, -0.29526, 3.77595], [6.36781, -1.47638, 3.75795], [5.61292, -1.70287, 1.79536], [6.66071, -2.14655, 0.37523], [6.48979, -0.55334, 0.76546], [-4.65359, 6.66778, -3.23936], [-3.14985, 6.24988, -2.85249], [-2.68815, 5.06814, -3.68453], [-2.50076, 5.53768, -5.16600], [-1.94520, 4.33876, -6.43152], [-3.05832, 4.28374, -7.85001], [-3.12851, 5.56395, -8.62722], [-4.21368, 5.51923, -9.73995], [-4.10597, 6.69740, -10.66614], [-1.89262, 2.67095, -5.71948], [-1.17899, 1.60959, -6.62901], [-1.56662, 0.21653, -6.10392], [-0.73438, -0.92025, -6.61428], [-0.23701, 4.69515, -6.81272], [0.67608, 4.74459, -5.64943], [2.15360, 5.08943, -6.00563], [2.89657, 3.89817, -6.67490], [-5.38755, 5.97056, -2.83454], [-4.77548, 6.66141, -4.33686], [-4.88396, 7.61170, -2.76103], [-3.05597, 5.98819, -1.81428], [-2.37362, 7.00320, -3.16934], [-3.45148, 4.22821, -3.68615], [-1.69594, 4.64083, -3.35467], [-1.96958, 6.43450, -5.31904], [-3.52335, 5.71291, -5.60588], [-4.06435, 3.99973, -7.49017], [-2.77164, 3.43480, -8.39749], [-2.19986, 5.83694, -9.22599], [-3.26677, 6.39403, -7.97496], [-5.17243, 5.47043, -9.20242], [-4.14963, 4.55656, -10.27159], [-4.17377, 7.66037, -10.13944], [-4.97005, 6.65712, -11.34276], [-3.18980, 6.72597, -11.25706], [-2.90302, 2.31402, -5.60727], [-1.34664, 2.87979, -4.79595], [-0.12436, 1.83829, -6.61755], [-1.51177, 1.76326, -7.65665], [-2.65672, 0.04982, -6.25514], [-1.45059, 0.32764, -5.02001], [-0.67984, -0.84256, -7.71854], [-1.23561, -1.80445, -6.34196], [0.29971, -1.00177, -6.26510], [-0.26366, 5.61352, -7.45427], [0.00543, 3.92561, -7.56168], [0.84562, 3.76273, -5.14650], [0.21117, 5.32235, -4.85103], [2.66388, 5.48197, -5.13024], [2.11974, 5.99557, -6.67896], [3.12377, 3.03333, -6.00974], [3.94947, 4.18032, -6.99006], [2.35769, 3.48951, -7.57987], [-1.05506, -1.03972, 4.43650], [-0.00193, -1.98636, 5.00673], [-0.07096, -2.36119, 6.52173], [-1.35812, -3.02351, 6.89182], [-1.21825, -3.61115, 8.62815], [-2.95990, -3.85325, 9.26580], [-3.03921, -4.80127, 10.52142], [-4.36502, -5.42785, 10.85203], [-4.18764, -6.67538, 11.75707], [-0.38524, -5.17983, 8.62258], [-1.35598, -6.19528, 7.88629], [-0.76768, -7.58886, 7.92448], [-0.04230, -8.04104, 9.16374], [-0.25697, -2.60525, 9.81399], [-0.92846, -1.41240, 10.52312], [-1.35241, -0.34922, 9.47086], [-2.28378, 0.71864, 9.90309], [-0.85085, -0.97191, 3.35931], [-0.97894, -0.03958, 4.96538], [-2.10064, -1.37253, 4.47007], [1.02393, -1.61175, 4.85516], [-0.03529, -2.95404, 4.49323], [-0.00718, -1.42249, 7.08580], [0.77967, -3.00535, 6.66854], [-1.60239, -3.86598, 6.24083], [-2.18229, -2.33781, 6.91524], [-3.51706, -4.37605, 8.47973], [-3.43728, -2.85816, 9.59831], [-2.68988, -4.21944, 11.41461], [-2.26438, -5.53294, 10.35157], [-4.79363, -5.69913, 9.85168], [-5.11872, -4.72276, 11.31134], [-3.72575, -6.43627, 12.69685], [-3.41366, -7.29421, 11.28375], [-5.13051, -7.26042, 11.95659], [-0.32211, -5.47779, 9.69211], [0.54463, -5.08394, 8.07726], [-1.44438, -5.95679, 6.80254], [-2.32551, -6.22943, 8.42327], [-0.09723, -7.73380, 7.09417], [-1.68127, -8.21246, 7.71801], [-0.64691, -7.98682, 10.03546], [0.79881, -7.35881, 9.30987], [0.37054, -9.01939, 9.02742], [0.70756, -2.31763, 9.30654], [-0.13279, -3.39561, 10.56273], [-0.23576, -1.03715, 11.27580], [-1.80498, -1.68561, 11.03857], [-1.89350, -0.93878, 8.71166], [-0.46281, 0.10435, 9.02584], [-3.17134, 0.25166, 10.32442], [-2.46441, 1.55401, 9.21121], [-1.67665, 1.30435, 10.66027], [3.55653, -7.30833, -6.25655], [3.84822, -6.46010, -5.06870], [2.60551, -5.66513, -4.53451], [2.92224, -4.90163, -3.25231], [1.89345, -3.50913, -2.82962], [2.34250, -2.08763, -3.86830], [3.73692, -2.17656, -4.51651], [4.11231, -0.92064, -5.35798], [3.17308, -0.75079, -6.53699], [0.17806, -4.03884, -2.89176], [-0.52596, -4.30012, -4.22844], [-2.07107, -4.49853, -3.98320], [-2.94176, -3.18672, -3.87211], [2.39291, -3.13553, -1.13922], [2.07957, -4.23552, -0.16450], [2.79774, -4.02440, 1.20541], [2.18571, -4.98922, 2.26800], [4.46837, -7.52982, -6.84834], [2.75618, -6.84580, -6.80289], [3.13515, -8.26832, -5.99316], [4.53596, -5.64071, -5.32834], [4.34786, -7.00174, -4.26895], [1.81029, -6.38785, -4.32052], [2.29623, -4.85957, -5.28647], [3.91587, -4.39039, -3.32759], [2.92434, -5.62600, -2.44682], [2.25052, -1.19538, -3.24088], [1.59976, -2.06044, -4.69855], [3.75816, -3.11018, -5.10249], [4.52372, -2.28095, -3.74982], [5.14383, -1.03327, -5.69335], [4.01800, -0.05629, -4.67115], [3.10216, -1.60814, -7.26398], [3.50205, 0.09811, -7.19092], [2.15284, -0.57904, -6.29259], [-0.31778, -3.25052, -2.35810], [0.26598, -4.94441, -2.30876], [-0.12349, -5.19133, -4.72356], [-0.25268, -3.49516, -4.92025], [-2.15593, -5.00565, -3.04532], [-2.45701, -5.17882, -4.71668], [-2.56276, -2.46284, -3.20559], [-3.96193, -3.46045, -3.71719], [-2.99016, -2.76282, -4.92465], [1.94454, -2.20928, -0.87381], [3.44175, -2.87927, -1.14395], [2.43822, -5.22638, -0.58750], [0.99379, -4.35995, 0.07145], [2.68980, -2.98980, 1.59231], [3.90252, -4.22813, 1.14755], [2.39930, -6.02486, 2.00883], [1.14501, -4.80075, 2.30930], [2.58923, -4.76607, 3.28431], [1.98430, 2.60368, -1.33372], [3.05521, 1.32679, -1.08832], [0.77811, 1.47538, -1.72211], [0.97930, 4.00309, -1.66182], [3.26289, 3.71308, -0.87584], [2.57237, 2.71536, -2.98463], [1.44784, 2.61319, 0.34410]],
  "forces_ev_per_a": [[1.29, -0.40, 0.29], [-1.99, -1.36, 0.18], [1.84, 0.56, 3.44], [-0.65, -0.34, -1.89], [-1.61, 1.26, 1.82], [0.53, -0.59, -0.26], [0.01, -0.19, -0.85], [0.20, 0.39, 0.26], [-0.03, 0.31, -0.08], [-0.32, 0.15, 0.06], [0.33, 0.42, -0.43], [-0.25, -0.42, -0.07], [-0.57, 1.20, 0.22], [-0.71, -0.87, -0.55], [0.60, 0.14, -1.15], [0.88, 0.33, 0.34], [0.31, -0.03, -0.70], [0.20, -0.60, -0.64], [1.57, -0.83, 0.34], [1.15, -0.02, 0.90], [-0.95, -0.18, -0.88], [0.31, 0.43, -0.08], [-0.26, 1.15, 0.22], [-0.02, 0.26, -0.40], [-0.48, 0.46, -0.10], [0.16, -0.27, 0.68], [-0.08, -0.26, -0.35], [-0.29, 1.06, -0.56], [-0.64, -0.04, -0.10], [-0.52, -0.30, 0.06], [-0.26, -0.39, -0.23], [-0.10, 0.29, 0.58], [0.03, 0.03, -0.02], [0.35, -0.40, 0.22], [-0.12, -0.36, -0.57], [-0.02, -0.55, 0.32], [0.61, 0.52, 0.67], [-0.28, 1.13, 0.20], [-0.63, -1.33, 0.04], [-0.27, 0.59, 1.18], [-1.10, 0.77, -1.34], [0.49, -0.83, -2.17], [0.01, 0.76, 0.64], [0.15, -0.46, 0.52], [0.25, -0.03, 0.59], [-0.26, -0.30, 0.09], [-0.44, 0.03, -0.19], [0.20, -0.04, -0.15], [0.11, -0.77, -0.15], [0.13, 0.64, -0.49], [0.45, -0.12, -0.26], [0.47, -0.20, -0.24], [0.15, -0.77, 0.42], [0.13, 0.40, 0.68], [1.71, -0.54, 0.42], [-0.54, 0.38, -1.74], [0.50, -1.49, -1.13], [-2.62, -1.85, -0.83], [0.07, -0.79, 1.09], [-0.32, 0.71, 1.18], [0.98, 0.21, -2.74], [0.17, -0.57, 1.47], [-0.89, 0.54, -0.37], [0.63, 0.32, -1.06], [-0.98, 0.82, 0.42], [0.12, 1.29, 0.86], [0.42, 0.57, -1.41], [-0.84, 0.23, -2.71], [1.69, -1.26, 1.52], [-0.66, 1.04, -1.11], [1.02, -0.14, -0.46], [0.21, -0.34, 0.03], [-0.06, 0.49, 0.66], [-0.06, 0.39, -0.43], [0.04, 0.25, 0.55], [-1.13, 0.04, 0.98], [0.91, 0.79, 0.08], [-1.06, 0.46, 0.09], [0.84, 1.16, 0.14], [0.73, 0.29, 0.61], [0.27, 0.28, 0.27], [0.65, -1.06, -1.17], [-0.52, -0.73, 1.08], [-0.45, 0.82, 0.56], [-0.07, 0.25, -0.40], [0.19, 0.32, 0.00], [0.01, -0.30, 0.02], [0.38, 0.19, -0.08], [-0.02, -0.24, 0.02], [-0.46, 0.09, 0.70], [-0.30, -0.75, 0.28], [0.54, -0.42, 0.10], [0.00, -0.22, -0.14], [0.70, 0.03, -0.19], [-0.06, -0.38, 0.13], [-0.03, -0.37, 0.46], [-0.47, -1.42, 0.06], [-0.33, 0.45, 0.19], [0.27, -0.28, 0.76], [0.30, 0.02, 0.23], [-0.79, 0.18, -0.45], [0.40, 0.61, 0.01], [0.15, -0.44, 0.28], [0.23, -0.99, 0.26], [-0.72, 0.63, -0.02], [-1.38, 0.04, 0.05], [0.55, 0.58, 0.89], [0.34, 0.76, 0.30], [0.17, -0.91, 0.71], [-0.25, 1.61, -1.67], [0.17, -0.61, 1.23], [-1.60, 0.51, 0.41], [-0.34, 0.49, 1.41], [1.51, 1.96, 0.81], [-1.59, -0.34, -0.53], [-0.28, -0.26, -0.84], [-2.00, -0.71, -0.28], [1.08, 0.39, 0.49], [-1.54, -1.33, -0.56], [0.51, 1.08, -0.50], [-0.13, 0.22, -0.17], [0.72, 1.01, -1.63], [0.52, -1.17, -0.92], [1.29, 1.79, 1.91], [0.04, 0.56, 0.29], [-0.16, -0.97, -0.91], [0.30, -0.21, 0.45], [-0.46, 0.17, -0.20], [-0.05, 0.10, -0.27], [0.44, -0.29, 0.15], [0.42, -0.17, 0.53], [-0.07, -0.03, 0.17], [-0.51, 0.45, -0.30], [-0.06, 0.63, -0.17], [0.72, -1.32, -1.15], [-0.09, -0.38, -0.63], [-0.07, -0.76, 0.29], [-0.06, -0.22, 0.86], [1.01, -0.46, -0.49], [-0.09, 0.47, 0.65], [-0.50, -0.37, -0.07], [1.05, 0.70, -0.41], [0.60, 0.10, -0.83], [0.47, -0.15, 0.31], [-0.42, 0.20, 0.87], [0.46, 0.27, -0.63], [0.23, 0.01, -0.52], [1.09, -0.02, 0.13], [-0.58, -0.20, 0.89], [0.17, -0.18, 0.20], [0.04, -0.61, 0.08], [-0.80, -0.43, 0.75], [0.70, 0.15, 0.02], [0.04, 0.18, -0.08], [-1.10, -0.77, 0.75], [0.37, 0.12, -0.31], [0.03, -0.23, -0.20], [-0.24, 0.62, 0.13], [-0.38, -0.89, -0.41], [-1.18, -0.69, 0.01], [0.26, -0.81, -0.34], [-0.03, 2.02, 0.81], [0.29, 0.42, -0.83], [1.09, 0.07, -0.41], [0.76, -0.29, -0.55], [-0.42, -0.13, -0.73], [0.62, -0.05, 0.25], [-1.04, -0.81, 0.61], [0.86, 0.13, -2.23], [0.60, 0.32, -0.40], [-0.32, -0.06, -0.21], [0.77, 1.65, 0.30], [0.84, -1.56, -3.54], [-0.49, -0.05, -0.45], [0.51, -1.38, 1.18], [0.24, -0.60, 0.57], [1.73, 0.86, 0.10], [-0.73, 0.38, 0.11], [0.00, 0.36, -0.96], [0.00, -0.38, 0.37], [0.21, -0.34, -0.15], [-0.15, -0.14, 0.24], [-0.24, 0.38, -0.32], [0.12, -1.55, 0.44], [-0.40, -0.82, 0.17], [0.24, 0.15, 0.39], [-0.18, 0.07, -0.16], [0.27, 0.22, 0.66], [0.20, 0.48, -0.15], [-0.32, -0.05, -0.05], [-0.06, 0.14, 0.08], [0.29, -0.23, -0.45], [0.54, 0.39, 0.90], [-0.30, -0.53, 0.65], [-0.71, 0.47, 0.62], [-0.75, 0.19, 0.60], [-0.54, -0.32, 0.50], [-0.10, 0.04, 0.36], [-0.57, 0.13, 0.00], [-0.04, -0.56, 0.69], [-0.33, -0.08, -0.54], [0.31, 0.76, 0.90], [-0.64, -0.10, 0.74], [0.29, -0.04, 1.20], [-0.76, 0.92, 0.41], [0.61, -0.26, -0.24], [-0.52, 1.03, 0.66], [0.71, 0.29, -0.51], [-0.08, -0.37, -0.49], [-0.94, 0.24, -0.26], [-0.16, -0.03, 0.11], [-1.22, -0.11, 0.07], [-0.13, -0.29, -0.75], [0.70, 1.98, 0.37], [0.93, -1.34, 0.53], [-1.02, -0.34, -0.54], [-0.32, -0.30, -0.03], [-0.01, 0.21, 0.09], [-0.52, -0.12, 0.06], [0.12, -0.08, -0.68]],
  "charge": 5,
  "lumo_ev": -7.49,
  "spin_multiplicity": 1,
  "total_energy_ev": -180139.3092,
  "fmax_ev_per_a": 3.956
}